Below is a structure of composition C32H34N7SSe2SiW at a distorted geometry, with properties calculated with ωB97M-V with the def2-TZVPD basis set.

Geometry as XYZ:
```
78
Properties=species:S:1:pos:R:3:forces:R:3:lowdin_charge:R:1
W 0.3683 0.2019 -0.4566 -0.168 -1.230 0.320 0.904
N 2.1296 0.1416 3.3714 0.155 -0.222 0.317 0.173
C 1.2076 0.2494 4.4583 0.093 0.014 -0.085 -0.218
C 1.6963 0.2900 5.7501 0.073 0.015 0.013 0.006
C 0.8111 0.3901 6.8142 0.000 0.005 0.024 -0.034
C -0.5515 0.4594 6.5748 -0.032 -0.012 -0.014 -0.036
C -1.0353 0.4311 5.2713 0.024 0.021 0.000 -0.076
C -0.1501 0.3184 4.2133 -0.069 0.027 -0.046 -0.448
S -0.8079 0.2238 2.5714 0.058 -0.017 0.081 0.974
N 0.6271 0.3325 1.6012 -0.343 0.154 0.471 -0.470
C 1.8345 0.1819 2.0868 0.287 0.311 -0.267 -0.315
C 2.9324 0.1149 1.0682 -0.360 0.104 0.486 -0.171
C 4.2697 0.0542 1.3799 0.269 -0.014 0.096 0.038
C 5.2088 0.0242 0.3531 -0.028 -0.011 0.200 0.014
C 4.7606 0.0432 -0.9502 -0.113 -0.012 -0.179 0.009
C 3.3955 0.0929 -1.1879 0.172 -0.028 -0.093 -0.068
N 2.4950 0.1356 -0.2040 0.357 -0.149 0.017 -0.065
H 3.0961 0.0374 3.6358 -0.003 -0.032 0.017 0.146
H 2.7650 0.2434 5.9292 -0.024 -0.001 0.012 0.129
H 1.1911 0.4162 7.8260 -0.009 -0.001 -0.016 0.126
H -1.2463 0.5358 7.4000 0.015 0.008 -0.011 0.126
H -2.1006 0.4910 5.0828 0.011 0.002 0.022 0.118
H 4.6037 0.0290 2.4080 0.067 0.033 -0.043 0.127
H 6.2668 -0.0139 0.5747 -0.013 -0.013 0.029 0.138
H 5.4507 0.0088 -1.7817 -0.028 0.018 -0.009 0.134
H 3.0044 0.0854 -2.1941 0.007 0.024 -0.063 0.117
C 0.4537 -0.2027 -4.9000 -0.027 -0.215 0.124 0.007
C 0.4264 -0.5002 -3.5340 -0.032 -0.244 -0.254 -0.104
N 0.5035 0.4277 -2.5922 0.140 0.694 -0.336 -0.106
C 0.6285 1.7314 -2.9868 0.020 0.296 0.181 -0.162
C 0.6511 2.1135 -4.3252 0.034 0.100 -0.232 -0.111
C 0.5592 1.0990 -5.3008 0.015 0.234 0.014 0.053
C 0.7502 3.5067 -4.6631 -0.022 -0.117 -0.100 0.023
C 0.8073 4.4499 -3.7032 -0.009 0.095 0.129 0.024
C 0.7749 4.0861 -2.3138 0.047 0.225 -0.112 -0.110
C 0.7844 5.0361 -1.2715 0.010 -0.003 -0.219 0.054
C 0.7013 4.6107 0.0254 -0.014 -0.129 0.213 0.009
C 0.6331 3.2401 0.2909 0.079 0.170 0.184 -0.092
N 0.6557 2.3265 -0.6677 -0.040 0.490 -0.399 -0.111
C 0.7035 2.7411 -1.9621 -0.033 -0.209 -0.381 -0.168
H 0.3776 -1.0064 -5.6186 0.013 -0.015 0.032 0.130
H 0.3339 -1.5178 -3.1850 -0.037 -0.033 -0.024 0.075
H 0.5689 1.3577 -6.3527 0.009 0.018 0.022 0.143
H 0.7616 3.7832 -5.7099 0.015 -0.014 0.022 0.137
H 0.8631 5.4997 -3.9622 0.017 -0.022 0.012 0.137
H 0.8431 6.0924 -1.5054 -0.013 -0.024 -0.017 0.143
H 0.6764 5.3129 0.8469 0.027 -0.032 0.006 0.131
H 0.5495 2.8714 1.3040 -0.014 0.020 0.043 0.114
C -3.3302 -2.0543 -0.4204 -0.186 -0.011 0.023 -0.048
N -4.1490 -0.8663 -0.2421 -0.172 -0.038 0.018 -0.098
C -5.5144 -0.8623 -0.0122 0.225 -0.106 -0.009 0.003
C -5.8961 0.4262 0.0621 0.072 0.222 -0.005 0.004
N -4.7640 1.1992 -0.1208 -0.218 0.128 0.035 -0.112
C -4.7434 2.6640 -0.1363 0.003 -0.077 0.024 -0.011
C -3.7062 0.3977 -0.3037 -0.109 -0.544 0.160 -0.605
Se -2.0080 1.0929 -0.6464 -0.352 0.891 -0.220 0.775
H -3.9830 -2.9232 -0.4019 -0.013 0.013 -0.006 0.108
H -2.5986 -2.1251 0.3802 -0.036 0.009 0.020 0.037
H -2.8137 -2.0037 -1.3762 0.012 0.015 0.003 0.072
H -6.0858 -1.7691 0.0823 0.038 -0.003 -0.023 0.142
H -6.8666 0.8591 0.2319 0.032 0.033 -0.026 0.144
H -5.7616 3.0175 -0.0109 -0.014 -0.009 0.005 0.105
H -4.3496 3.0180 -1.0852 -0.014 -0.004 -0.029 0.090
H -4.1237 3.0357 0.6761 0.005 -0.013 0.020 0.095
C 2.1404 -4.7640 -0.5691 0.344 -0.389 -0.001 -0.208
Si 0.3247 -4.6502 -0.4308 -0.005 1.251 -0.046 0.428
C -0.4621 -4.9240 1.1938 -0.108 -0.299 0.255 -0.203
C -0.6622 -4.9234 -1.9477 -0.117 -0.349 -0.181 -0.206
Se 0.0405 -2.1027 -0.4365 0.060 -0.982 -0.192 0.471
H 2.4525 -5.8147 -0.5839 0.032 0.052 -0.010 0.059
H 2.6295 -4.2838 0.2781 -0.003 -0.008 0.007 0.041
H 2.4866 -4.3033 -1.4945 0.009 -0.007 -0.004 0.042
H -0.5284 -5.9946 1.4144 -0.016 0.039 0.016 0.061
H -1.4731 -4.5155 1.2054 -0.011 -0.044 0.021 0.036
H 0.1189 -4.4531 1.9871 -0.004 -0.022 0.013 0.047
H -0.7969 -5.9928 -2.1408 -0.004 0.039 -0.019 0.061
H -0.1571 -4.4905 -2.8118 -0.012 -0.023 -0.023 0.043
H -1.6486 -4.4709 -1.8493 -0.023 -0.044 -0.017 0.030
```
Forces are in eV/Å.

Output
⟨S²⟩: 2.051
Frontier orbital gap (alpha / beta) in eV: 5.7 / 6.2
Highest occupied orbital energy (alpha / beta) in eV: -14.7 / -15.1
Electronic energy in Ha: -7180.0289
Charge: +3
2S+1: 3
Relative energy (zero: lowest compared OMol25 entry of this formula, charge and spin) in eV: 0.000
LUMO level (alpha / beta) in eV: -8.9771 / -8.9064

---

Below is a structure of composition C32H35AsN7O2S2Tl, with properties calculated with ωB97M-V with the def2-TZVPD basis set.

Geometry as XYZ:
```
80
Properties=species:S:1:pos:R:3:forces:R:3:lowdin_charge:R:1
Tl 0.5768 -0.8400 -0.4632 -0.235 0.088 -0.452 0.837
C -1.7428 0.2117 -5.1305 0.014 -0.027 -0.024 -0.037
N -0.3045 0.4093 -5.0252 -0.052 0.025 0.080 -0.142
C 0.4626 0.6230 -6.2454 0.007 0.049 -0.007 -0.034
C 0.2709 0.2991 -3.8008 0.220 0.031 -0.146 -0.423
N -0.3229 -0.0405 -2.7146 0.005 -0.099 0.057 0.015
N 1.6466 0.6006 -3.7850 -0.142 -0.070 0.002 0.145
C 2.3319 1.2395 -2.7658 -0.066 0.007 -0.023 -0.518
N 3.4168 1.9312 -3.2195 0.079 -0.092 -0.022 0.162
N 1.9877 1.1411 -1.5308 0.148 -0.085 0.151 0.012
H -2.0848 0.6371 -6.0695 -0.006 -0.025 -0.006 0.098
H -2.2554 0.7432 -4.3281 0.011 0.025 -0.045 0.078
H -2.0208 -0.8457 -5.1022 0.006 0.000 0.037 0.107
H -0.2173 0.5742 -7.0898 0.016 -0.001 0.001 0.096
H 1.2139 -0.1562 -6.4002 -0.002 -0.002 -0.004 0.099
H 0.9369 1.6077 -6.2666 -0.003 -0.006 0.006 0.097
H -1.3172 -0.1928 -2.8360 0.027 0.034 0.072 -0.019
H 2.0903 0.6476 -4.6848 -0.005 0.034 -0.017 0.110
H 3.4949 2.1991 -4.1850 -0.042 0.077 0.011 0.110
H 3.9592 2.4666 -2.5661 0.000 0.007 -0.005 0.109
H 2.5677 1.7443 -0.9556 -0.044 0.046 -0.015 0.051
O -2.6172 -1.2220 3.9741 -0.021 0.050 -0.010 0.111
C -1.7822 -0.9692 4.9681 0.057 0.037 0.103 -0.223
C -2.3361 -0.8942 6.2527 0.013 -0.028 -0.148 0.022
C -1.5293 -0.6588 7.3332 0.085 -0.004 0.097 -0.021
C -0.1384 -0.4889 7.1922 -0.077 -0.015 0.013 -0.059
C 0.4217 -0.5645 5.9528 -0.022 -0.037 -0.189 -0.025
C -0.3802 -0.7976 4.7965 -0.097 0.043 0.181 -0.075
C 0.1602 -0.8255 3.4731 0.048 -0.095 0.004 -0.328
O -0.4336 -0.9115 2.4143 0.359 0.002 0.299 -0.044
N 1.6676 -0.7528 3.4986 -0.046 0.064 -0.272 0.128
N 2.1641 -0.5857 2.3784 -0.125 0.133 0.255 -0.036
C 3.5686 -0.4472 2.4263 -0.206 -0.061 0.132 -0.877
S 4.4336 -0.9086 1.0709 -0.018 -0.118 -0.119 1.070
C 6.0422 -0.7571 1.9060 0.099 0.059 0.031 -0.432
C 5.9310 0.3923 2.8900 0.084 -0.053 -0.058 -0.435
S 4.3406 0.2200 3.7532 -0.001 0.089 0.096 1.113
H -2.1609 -1.2435 3.1137 0.025 0.007 -0.027 0.078
H -3.4030 -1.0301 6.3567 -0.015 -0.009 -0.007 0.134
H -1.9706 -0.6154 8.3204 -0.005 0.029 0.002 0.124
H 0.4744 -0.3080 8.0630 0.012 -0.004 -0.001 0.114
H 1.4876 -0.4446 5.8383 0.005 -0.009 -0.001 0.097
H 6.8051 -0.5830 1.1491 -0.004 0.021 0.009 0.103
H 6.2387 -1.7081 2.4028 -0.012 0.001 -0.018 0.103
H 5.9253 1.3658 2.3976 0.004 -0.008 0.014 0.100
H 6.7292 0.3716 3.6304 -0.013 -0.023 0.008 0.105
C -7.2735 -0.9264 -3.0224 -0.010 0.003 0.032 -0.070
C -6.0884 -0.6486 -3.6815 0.029 0.003 -0.007 -0.077
C -4.9308 -0.4081 -2.9505 0.024 0.024 -0.038 -0.122
C -4.9450 -0.4502 -1.5626 -0.046 0.042 0.000 -0.398
C -6.1393 -0.7496 -0.9091 0.035 -0.071 0.038 -0.115
C -7.2963 -0.9818 -1.6332 -0.007 0.002 -0.045 -0.064
As -3.2811 -0.1228 -0.6028 -0.023 -0.023 -0.162 1.337
C -3.2202 -1.8225 0.3509 -0.074 0.003 0.075 -0.407
C -3.9550 -2.1179 1.4943 0.012 0.123 0.029 -0.126
C -3.9232 -3.3930 2.0415 0.030 -0.066 -0.044 -0.070
C -3.1603 -4.3885 1.4455 -0.026 0.025 0.039 -0.069
C -2.4329 -4.1072 0.2982 0.043 0.022 -0.025 -0.077
C -2.4647 -2.8300 -0.2447 -0.004 -0.053 0.015 -0.172
C -3.8539 1.1676 0.7397 -0.032 0.060 -0.081 -0.397
C -5.0248 1.9070 0.5998 -0.054 -0.052 0.047 -0.099
C -5.3277 2.9213 1.4993 -0.002 0.000 0.026 -0.067
C -4.4664 3.2120 2.5455 0.008 0.005 -0.040 -0.076
C -3.2865 2.4934 2.6800 0.013 0.010 0.017 -0.083
C -2.9775 1.4929 1.7723 -0.014 -0.062 -0.002 -0.134
H -8.1801 -1.0988 -3.5862 -0.008 -0.026 -0.005 0.110
H -6.0630 -0.6165 -4.7627 -0.004 0.014 -0.011 0.106
H -4.0078 -0.1863 -3.4742 -0.043 0.003 0.029 0.056
H -6.1721 -0.8048 0.1724 0.012 0.012 0.000 0.101
H -8.2192 -1.2073 -1.1157 -0.008 -0.002 0.006 0.111
H -4.5474 -1.3467 1.9734 -0.012 0.014 -0.015 0.107
H -4.5016 -3.6118 2.9292 0.005 0.007 0.020 0.114
H -3.1411 -5.3833 1.8692 -0.006 -0.020 0.003 0.109
H -1.8492 -4.8843 -0.1779 -0.005 -0.014 -0.014 0.108
H -1.9269 -2.6300 -1.1683 0.012 0.009 0.013 0.068
H -5.7144 1.6980 -0.2073 0.028 0.007 -0.008 0.095
H -6.2431 3.4848 1.3784 -0.009 0.013 -0.003 0.111
H -4.7019 4.0081 3.2385 -0.019 -0.013 0.031 0.108
H -2.6010 2.7231 3.4861 0.010 0.011 0.000 0.103
H -2.0346 0.9691 1.8621 0.082 -0.096 0.034 0.074
```
Forces are in eV/Å.

Output
Frontier orbital gap in eV: 4.1
Highest occupied orbital energy in eV: -12.2
Electronic energy in Ha: -4978.2654
Charge: +2
2S+1: 1
Relative energy (zero: lowest compared OMol25 entry of this formula, charge and spin) in eV: 1.924
LUMO level in eV: -8.1049